(1)
C27H44BMgN12 as an isolated structure in a non-equilibrium geometry, computed with ωB97M-V with the def2-TZVPD basis set.

Atoms and positions in Å:
Mg (0.461775, -0.142122, -0.557386)
C (-0.733149, 4.469873, 0.387952)
C (0.618787, 3.987367, 0.065476)
C (1.762901, 5.026351, 0.121076)
C (0.546822, 3.253403, -1.258482)
C (0.714514, 3.986831, -2.491195)
C (0.619634, 3.083782, -3.479184)
N (0.514385, 1.822540, -2.951853)
N (0.512671, 1.949385, -1.569740)
B (0.540236, 0.443949, -3.686235)
N (1.855887, -0.347076, -3.164287)
C (2.851361, -0.926190, -3.867101)
C (3.775104, -1.427882, -3.001061)
C (3.372040, -1.093645, -1.649977)
N (2.140532, -0.452621, -1.809592)
C (4.112717, -1.287339, -0.347875)
C (5.369105, -2.113925, -0.618406)
C (4.515017, -0.021260, 0.336718)
N (-0.743271, -0.485147, -3.337379)
C (-1.904959, -0.861564, -3.932359)
C (-2.933148, -0.926486, -3.034364)
C (-2.315322, -0.453259, -1.809570)
N (-1.031391, -0.388838, -1.939681)
C (-3.082787, -0.102849, -0.598502)
C (-3.369928, -1.269787, 0.295930)
C (-4.227216, 0.736687, -1.013559)
H (-0.736893, 5.208304, 1.249816)
H (-1.392975, 3.607564, 0.607434)
H (-1.187158, 5.080802, -0.465241)
H (0.824948, 3.226938, 0.801663)
H (1.574764, 6.003885, -0.431325)
H (2.745059, 4.564772, -0.054429)
H (1.912083, 5.233780, 1.175231)
H (0.843152, 5.053758, -2.732414)
H (0.518066, 3.283306, -4.523855)
H (0.743322, 0.472911, -4.876108)
H (2.833802, -0.913264, -4.948145)
H (4.693818, -1.981994, -3.231275)
H (3.483925, -1.882945, 0.376407)
H (6.195496, -1.646133, -1.263177)
H (5.096452, -3.130759, -1.065672)
H (5.867049, -2.388176, 0.299311)
H (5.075577, 0.575737, -0.474393)
H (5.218096, -0.224384, 1.113579)
H (3.632409, 0.591330, 0.678670)
H (-1.787054, -1.381180, -4.901455)
H (-3.965608, -1.172069, -3.285393)
H (-2.472982, 0.544241, -0.006795)
H (-3.981096, -1.958697, -0.203387)
H (-3.876627, -1.013585, 1.183951)
H (-2.433569, -1.696024, 0.623649)
H (-4.011963, 1.803701, -1.004653)
H (-5.012226, 0.651446, -0.237610)
H (-4.607853, 0.546468, -2.030509)
C (-0.028354, -5.799351, -0.801141)
N (0.386877, -4.474487, -0.338853)
C (1.223318, -4.286228, 0.777657)
C (1.334770, -2.913315, 0.866062)
N (0.624585, -2.263012, -0.127944)
C (0.118920, -3.213909, -0.883122)
H (0.884945, -6.431799, -0.884915)
H (-0.457829, -5.633076, -1.812953)
H (-0.846820, -6.202165, -0.225123)
H (1.765772, -4.998459, 1.363552)
H (1.868842, -2.414000, 1.671762)
H (-0.590534, -3.015675, -1.676391)
C (-2.893501, -0.962492, 5.037273)
C (-2.719921, 0.523666, 4.791906)
C (-3.681348, 0.938986, 3.643349)
C (-1.252642, 1.052235, 4.671761)
N (-0.523120, 0.840230, 3.467980)
C (-0.496957, 0.015417, 2.401033)
N (0.480694, 0.379244, 1.497440)
N (1.156501, 1.389268, 2.173232)
N (0.567580, 1.683609, 3.233413)
H (-3.968610, -1.231584, 4.870588)
H (-2.528342, -1.186943, 6.073629)
H (-2.246965, -1.510744, 4.331597)
H (-3.052485, 0.960080, 5.797985)
H (-4.716702, 1.042280, 3.969210)
H (-3.631266, 0.372266, 2.726015)
H (-3.392297, 1.966007, 3.264380)
H (-0.684310, 0.473224, 5.457888)
H (-1.178368, 2.118743, 4.980435)
H (-1.256727, -0.737906, 2.219066)

Forces on atoms 1 to 3 (eV/Å):
Mg 1.12 0.60 -0.81
C -2.19 2.48 0.22
C 1.20 -1.50 -0.70

Output
Frontier orbital gap: 8.5 eV
Largest force on an atom: 4.77 eV/Å
Energy above the lowest of the compared OMol25 structures with the same formula, charge and spin: 1.7 kcal per mole
Charge: +1
DFT total energy: -52712.34015 eV
LUMO level: -2.35 eV

***

(2)
C27H44BrN3NiOP2 as an isolated structure in a non-equilibrium geometry, computed with ωB97M-V with the def2-TZVPD basis set.

Atoms and positions in Å:
C (2.609247, 5.014925, -0.495150)
C (1.730959, 4.055671, -1.006759)
C (1.728623, 3.830021, -2.406472)
C (2.655815, 4.530190, -3.212475)
N (3.506114, 5.412335, -2.679779)
C (3.463741, 5.690059, -1.376657)
C (0.797818, 3.498086, -0.067982)
C (-0.182664, 3.321015, 0.648329)
C (-1.362703, 2.669337, 1.129900)
C (-1.451318, 1.512189, 1.933998)
C (-2.693292, 0.863671, 2.208415)
C (-3.693595, 1.190818, 1.238070)
C (-3.714782, 2.452243, 0.599906)
C (-2.556360, 3.237163, 0.648928)
Ni (-2.823790, -0.388959, 0.476099)
P (1.051971, -0.362567, -0.027035)
H (1.080361, 3.064099, -2.834267)
H (2.653560, 5.173606, 0.581389)
H (2.756317, 4.320879, -4.291534)
H (4.171173, 6.416712, -0.973804)
H (-2.551365, 4.306836, 0.391719)
H (-0.574109, 1.251966, 2.499652)
H (-4.662267, 2.812350, 0.174802)
H (-2.876728, 0.056406, 2.938064)
C (1.709848, -2.088984, 0.278196)
C (3.055068, -2.517111, -0.285405)
H (0.901931, -2.754669, -0.083396)
H (1.721182, -2.186248, 1.376797)
H (3.227527, -3.569116, -0.029883)
H (3.099156, -2.424165, -1.371828)
H (3.886462, -1.951004, 0.140975)
C (1.624805, -0.000309, -1.747610)
C (3.053011, 0.485274, -1.982264)
H (0.911778, 0.771658, -2.088031)
H (1.433503, -0.918489, -2.323340)
H (3.250761, 0.544593, -3.062143)
H (3.216712, 1.483482, -1.560339)
H (3.824787, -0.177144, -1.572353)
C (2.165944, 0.720949, 0.990231)
C (3.583836, 0.282387, 1.336725)
H (1.599186, 0.866607, 1.931124)
H (2.151880, 1.693130, 0.484213)
H (4.022754, 0.987798, 2.055299)
H (3.600731, -0.698292, 1.819649)
H (4.269147, 0.247425, 0.481521)
Br (-5.132055, -0.216317, 0.694727)
P (-2.006594, -1.604901, -1.264106)
C (-0.958041, -2.591572, -2.379873)
C (-1.622489, -3.901356, -2.811176)
H (0.003214, -2.812030, -1.884582)
H (-0.725769, -1.967615, -3.256519)
H (-0.936607, -4.426692, -3.487688)
H (-1.812541, -4.554768, -1.948196)
H (-2.567128, -3.765308, -3.361687)
C (-2.921550, -2.831875, -0.216709)
C (-4.305000, -3.240741, -0.715203)
H (-3.058748, -2.379310, 0.804140)
H (-2.216007, -3.676131, -0.078022)
H (-4.806499, -3.789054, 0.091802)
H (-4.929582, -2.360423, -0.915344)
H (-4.286702, -3.889274, -1.598134)
C (-3.054130, -0.558745, -2.361757)
C (-3.587305, -1.180737, -3.643186)
H (-2.456605, 0.339614, -2.616006)
H (-3.893926, -0.199979, -1.740296)
H (-4.301588, -0.462063, -4.070046)
H (-2.790957, -1.343390, -4.384227)
H (-4.148112, -2.112678, -3.479450)
C (1.439109, 0.055546, 6.219672)
N (1.261698, -1.071561, 5.313527)
C (0.835186, -0.839877, 4.041127)
N (0.593090, -1.986801, 3.277555)
O (0.735363, 0.315597, 3.603527)
H (1.009707, 0.942455, 5.724070)
H (2.513474, 0.244669, 6.407709)
H (0.897545, -0.123807, 7.166191)
H (1.431349, -2.016906, 5.647082)
H (-0.107064, -1.857620, 2.552008)
H (0.532539, -2.863209, 3.783573)

Forces on atoms 1 to 3 (eV/Å):
C 0.42 -0.04 -0.22
C 0.49 0.69 -0.56
C 0.42 -0.07 0.22

Output
Frontier orbital gap (spin up / spin down): 7.9 / 5.1 eV
2S+1: 3
Largest force on an atom: 3.37 eV/Å
Charge: +2
DFT total energy: -164874.99049 eV
LUMO level (spin up / spin down): -5.99 / -8.75 eV

***

Question: The lowest charge belongs to which entry?
Answer: C27H44BMgN12

***

Question: Number 1 is which compound?
Answer: C27H44BMgN12

***

Question: Look up the DFT total energy of the first one.
Answer: -52712.34015 eV